ORCA calculation (ωB97M-V with the def2-TZVPD basis set) on C46H57N2O8Si2Ta as an isolated structure.

## Properties
Charge: +2
Kohn-Sham gap, Ha: 0.2812
LUMO, eV: -5.88

Element x y z (Å)
Ta -0.0199 0.4623 -0.4150
C 1.6913 -2.2293 -1.3582
C 1.0494 -3.0061 -0.2245
O -0.0020 -2.1866 0.2526
C -0.4991 -2.5316 1.5369
C -1.4871 -1.4524 1.9189
O -0.8971 -0.1423 1.8931
C -0.1490 0.2114 3.0633
C 1.3545 -0.0973 2.9349
O 1.6003 -0.4397 1.5856
C 2.9271 -0.8485 1.3039
C 3.1592 -0.6599 -0.1944
O 1.9797 -0.8788 -0.9796
H 0.9806 -2.1458 -2.1817
H 2.5947 -2.7246 -1.7142
H 1.7605 -3.2200 0.5776
H 0.6591 -3.9531 -0.6076
H 0.3288 -2.5878 2.2519
H -1.0171 -3.4935 1.5033
H -1.9000 -1.6488 2.9090
H -2.2889 -1.4325 1.1876
H -0.5671 -0.3049 3.9266
H -0.3032 1.2790 3.1956
H 1.6484 -0.9285 3.5831
H 1.9360 0.7864 3.2151
H 3.0647 -1.8867 1.6211
H 3.6525 -0.2340 1.8435
H 3.9589 -1.3182 -0.5354
H 3.4408 0.3711 -0.3861
C -2.4854 4.3607 -0.6916
C -1.7281 3.0914 -0.8339
N -1.4789 2.2654 0.1163
O -1.9800 2.4313 1.3615
C -1.1552 2.6774 -2.1431
C -1.4233 3.3743 -3.4208
N -0.4417 1.6518 -1.9193
O 0.3075 0.7947 -2.5351
H -2.3728 4.7827 0.3078
H -3.5431 4.1911 -0.8943
H -2.1114 5.0901 -1.4083
H -2.6720 3.1096 1.3498
H -2.4782 3.6423 -3.4812
H -1.1533 2.7396 -4.2623
H -0.8257 4.2863 -3.4730
O 1.3105 1.6924 0.0096
Si 2.2320 3.0860 0.0119
C 1.9223 3.9794 1.6267
C 0.8059 3.7152 2.4206
C 0.6024 4.3712 3.6252
C 1.5240 5.3140 4.0599
C 2.6408 5.5928 3.2833
C 2.8373 4.9337 2.0798
C 1.7378 4.0772 -1.5126
C 2.0225 3.5749 -2.7899
C 1.9224 4.3785 -3.9152
C 1.5224 5.7045 -3.7873
C 1.1894 6.2070 -2.5374
C 1.3035 5.4000 -1.4105
C 4.0962 2.8384 -0.1084
C 4.8148 2.3004 0.9656
C 6.1990 2.2768 0.9709
C 6.9039 2.8082 -0.1008
C 6.2153 3.3565 -1.1721
C 4.8274 3.3739 -1.1741
H 0.0825 2.9870 2.0793
H -0.2703 4.1516 4.2288
H 1.3709 5.8286 4.9991
H 3.3635 6.3223 3.6248
H 3.7162 5.1611 1.4859
H 2.3601 2.5493 -2.8994
H 2.1724 3.9739 -4.8880
H 1.4805 6.3425 -4.6606
H 0.8710 7.2368 -2.4360
H 1.0828 5.8157 -0.4321
H 4.2783 1.9181 1.8300
H 6.7335 1.8575 1.8137
H 7.9858 2.8047 -0.0951
H 6.7571 3.7764 -2.0093
H 4.3152 3.8238 -2.0118
C -2.0171 -2.5484 -3.4755
C -2.9394 -1.3224 -3.3820
C -4.3250 -1.7172 -3.9121
C -2.3590 -0.2069 -4.2627
Si -3.0947 -0.8079 -1.5527
O -1.5989 -0.3727 -0.9234
C -3.8074 -2.2728 -0.6073
C -3.0637 -3.4333 -0.3658
C -3.6434 -4.5539 0.2081
C -4.9881 -4.5373 0.5535
C -5.7450 -3.3988 0.3209
C -5.1608 -2.2810 -0.2576
C -4.2500 0.6531 -1.1913
C -4.5998 0.8982 0.1415
C -5.5455 1.8564 0.4780
C -6.1756 2.5935 -0.5183
C -5.8373 2.3747 -1.8463
C -4.8837 1.4179 -2.1742
H -1.8789 -2.8215 -4.5244
H -2.4486 -3.4079 -2.9624
H -1.0302 -2.3420 -3.0474
H -4.2356 -2.0532 -4.9478
H -5.0285 -0.8817 -3.8889
H -4.7550 -2.5337 -3.3280
H -2.2958 -0.5497 -5.2988
H -1.3519 0.0593 -3.9449
H -2.9851 0.6887 -4.2478
H -2.0149 -3.4634 -0.6460
H -3.0564 -5.4493 0.3710
H -5.4481 -5.4139 0.9903
H -6.7953 -3.3809 0.5810
H -5.7712 -1.4064 -0.4496
H -4.1599 0.2963 0.9308
H -5.8277 1.9986 1.5148
H -6.9402 3.3155 -0.2619
H -6.3395 2.9299 -2.6292
H -4.6830 1.2271 -3.2225


ORCA calculation (ωB97M-V with the def2-TZVPD basis set) on a 2-piece molecular cluster, C23H28N5O9S overall.

## Properties
Charge: +1
Kohn-Sham gap, Ha: 0.3148
LUMO, eV: -3.41

Element x y z (Å)
O 3.1751 0.4591 3.4553
O -4.2895 -0.6277 -0.1090
O -1.2205 2.8343 -0.4156
O 4.7556 2.9409 0.8140
O -1.2300 -1.5624 -0.1338
O -3.2621 -5.5189 -4.5231
O -4.3690 -4.0696 -6.1611
O -0.1918 -2.8302 -1.5694
O -1.2825 1.1658 -2.5461
C 4.2155 -0.1668 3.5963
C -3.8484 0.4823 0.1445
C -2.3608 2.4431 -0.1922
C 5.2357 2.2620 1.7096
C -2.7993 1.1268 -0.6647
C -2.2913 0.5682 -1.8375
C 2.6146 1.3056 -0.8385
C 3.1405 0.5184 0.1528
C 0.9766 0.7591 0.5466
C -3.7932 -0.5779 -3.4032
C -4.2466 -1.7031 -4.0894
C -2.6561 -3.0629 -2.8703
C -2.7702 -0.6791 -2.4472
C -2.1830 -1.9395 -2.1695
C -3.6807 -2.9498 -3.8168
N 1.2601 1.4416 -0.5774
N 5.6329 2.8914 2.8218
N 5.2345 -0.1167 2.7338
N -1.1452 -2.1221 -1.2320
N 2.1055 0.1910 1.0062
C 4.3804 -1.0824 4.7870
C 6.3856 2.3842 3.9709
C -4.3911 1.1593 1.3980
C -3.1467 3.2475 0.8452
C -4.5239 2.6591 1.1546
C 4.6035 0.1429 0.3136
C -5.8140 -4.8464 -4.0450
C 5.3800 0.7268 1.5251
S -4.2143 -4.4207 -4.7427
H -1.1340 0.6695 -3.3699
H 3.1763 1.7872 -1.6307
H 0.0208 0.7765 1.0609
H -4.2399 0.3887 -3.6201
H -5.0284 -1.6039 -4.8419
H -2.2119 -4.0415 -2.6800
H 0.5918 2.0602 -1.0489
H 5.4285 3.8802 2.8141
H 6.0239 -0.7005 2.9663
H 2.2428 -0.1423 1.9605
H 4.5554 -2.1033 4.4496
H 5.2191 -0.7451 5.3937
H 3.4720 -1.0546 5.3897
H 5.7120 1.8959 4.6765
H 7.1597 1.6859 3.6498
H 6.8697 3.2165 4.4861
H -3.7180 0.9645 2.2375
H -5.3710 0.7396 1.6479
H -3.2667 4.2721 0.4811
H -2.5599 3.2875 1.7680
H -4.9479 3.1491 2.0378
H -5.2061 2.8400 0.3158
H 4.6805 -0.9454 0.3286
H 5.1184 0.4766 -0.5895
H -5.7034 -5.0467 -2.9788
H -6.5129 -4.0245 -4.1990
H -6.1870 -5.7405 -4.5470
H 6.4304 0.6250 1.2514


ORCA calculation (ωB97M-V with the def2-TZVPD basis set) on C29H39ClHfN2O3PSi2 as an isolated structure.

## Properties
Relative energy (zero: lowest compared OMol25 entry of this formula, charge and spin), kJ/mol: 136.6
Charge: +1
Kohn-Sham gap, Ha: 0.3206
LUMO, eV: -3.24

Element x y z (Å)
Hf -0.8618 0.7296 0.9985
N -2.6929 -0.9905 1.6325
C -3.8956 -0.1553 1.9009
C -3.4212 1.0743 2.6714
O -3.9761 1.4044 3.6915
N -2.2714 1.6431 2.1617
C -1.3942 2.1474 3.2423
C -0.5391 0.9417 3.7092
O -0.2367 0.7614 4.8491
O -0.2151 0.1026 2.7046
H -2.9917 -1.8690 1.2222
H -2.2952 -1.2403 2.5362
H -4.6236 -0.6632 2.5314
H -4.3827 0.1184 0.9678
H -1.9846 2.4843 4.0905
H -0.7570 2.9636 2.8939
Cl -2.7290 0.2234 -1.0539
C -2.3086 -1.1267 -2.0885
C -3.0625 -1.2978 -3.2334
C -2.7308 -2.3184 -4.1086
C -1.6530 -3.1447 -3.8287
C -0.9193 -2.9652 -2.6680
C -1.2334 -1.9518 -1.7668
P -0.2875 -1.7227 -0.2000
C 1.4647 -1.8555 -0.6933
C 2.0735 -3.0628 -1.0349
C 3.3971 -3.0813 -1.4411
C 4.1255 -1.9011 -1.5021
C 3.5396 -0.7021 -1.1287
C 2.2156 -0.6783 -0.7191
C -0.6037 -3.3080 0.6487
C -1.7336 -4.0781 0.3778
C -1.9361 -5.2715 1.0554
C -1.0219 -5.6957 2.0083
C 0.0850 -4.9125 2.3063
C 0.2906 -3.7171 1.6386
H -3.8911 -0.6344 -3.4441
H -3.3100 -2.4587 -5.0107
H -1.3824 -3.9357 -4.5149
H -0.0885 -3.6245 -2.4652
H 1.5301 -3.9951 -0.9539
H 3.8634 -4.0230 -1.6991
H 5.1560 -1.9171 -1.8311
H 4.1184 0.2118 -1.1556
H 1.7600 0.2624 -0.4209
H -2.4434 -3.7599 -0.3771
H -2.8075 -5.8718 0.8293
H -1.1718 -6.6393 2.5155
H 0.7909 -5.2361 3.0596
H 1.1472 -3.1005 1.8831
C 3.4736 2.9939 0.3966
Si 1.7523 3.1062 1.1745
C 2.0919 2.1696 2.7883
C 1.4099 4.9254 1.5410
C 0.2252 2.4669 0.1699
Si 0.3919 2.8076 -1.7048
C 2.0971 3.2917 -2.3483
C 0.0051 1.2925 -2.7926
C -0.8088 4.1909 -2.1469
H 4.1618 3.4220 1.1288
H 3.5986 3.5485 -0.5305
H 3.7862 1.9603 0.2313
H 3.1396 2.3199 3.0538
H 1.9566 1.0943 2.6971
H 1.5062 2.5231 3.6371
H 2.1844 5.3389 2.1903
H 0.4475 5.0815 2.0343
H 1.4065 5.5094 0.6175
H -0.5452 3.2133 0.4560
H 2.8491 2.5374 -2.1069
H 2.4479 4.2553 -1.9760
H 2.0414 3.3655 -3.4364
H 0.2380 0.3454 -2.3059
H 0.6294 1.3382 -3.6877
H -1.0296 1.2731 -3.1329
H -0.5194 5.1245 -1.6584
H -1.8380 3.9730 -1.8514
H -0.8042 4.3690 -3.2245


ORCA calculation (ωB97M-V with the def2-TZVPD basis set) on C12H30AlBrO8PS2 as an isolated structure.

## Properties
Charge: -1
Kohn-Sham gap, Ha: 0.2148
LUMO, eV: 1.87

Element x y z (Å)
C 2.8584 -2.2817 2.4055
C 3.4694 -1.3321 1.6811
Al 2.5440 0.0085 0.4785
C 0.5757 0.0997 0.9067
C -0.3526 -0.7510 0.0381
O -1.1276 -1.6363 0.8459
C -2.0312 -2.4253 0.1002
C -3.4276 -2.2786 0.6875
P 2.9064 -0.7325 -1.7585
O 2.6017 -2.3611 -1.5819
Br 5.1966 -0.7131 -1.9143
H 1.7875 -2.4460 2.3674
H 3.4107 -2.9184 3.0954
H 4.5531 -1.2698 1.7661
H 3.2297 1.4558 0.7159
H 0.2162 1.1273 0.9132
H 0.4705 -0.2634 1.9309
H -1.0393 -0.0948 -0.5104
H 0.1899 -1.3398 -0.7069
H -1.7201 -3.4687 0.1966
H -2.0237 -2.1395 -0.9501
H -3.7554 -1.2541 0.5276
H -4.1158 -2.9953 0.2533
H -3.3393 -2.4086 1.7641
H 2.8950 -2.6593 -0.7139
O 5.0534 3.4983 3.5299
S 3.7376 3.5468 4.0861
O 2.6934 2.7257 3.5760
O 3.2534 5.0677 4.0797
C 3.2959 5.7446 2.8030
C 2.2252 5.2720 1.8391
C 3.8290 3.3397 5.8321
H 4.2932 5.6313 2.3747
H 3.1556 6.7958 3.0500
H 2.3744 4.2326 1.5497
H 2.2525 5.8832 0.9360
H 1.2378 5.3540 2.2939
H 4.6016 3.9900 6.2319
H 4.0812 2.2952 5.9995
H 2.8571 3.5648 6.2620
O -4.7910 -1.6567 -2.5614
S -4.9273 -2.5239 -3.6888
O -4.3025 -3.8092 -3.6892
O -4.5076 -1.7226 -4.9929
C -3.1972 -1.0977 -4.9913
C -2.0583 -2.0865 -5.1277
C -6.6313 -2.7262 -4.0787
H -3.0959 -0.4921 -4.0899
H -3.2226 -0.4236 -5.8445
H -1.9917 -2.7449 -4.2642
H -1.1159 -1.5460 -5.2127
H -2.1939 -2.7079 -6.0131
H -7.1093 -1.7514 -4.1044
H -7.0555 -3.3402 -3.2878
H -6.7135 -3.2347 -5.0351


> Look up the charge of the fourth one.

-1


> The lowest Kohn-Sham gap belongs to which entry?

C12H30AlBrO8PS2


> Among the records above, which one has the lowest LUMO?

C46H57N2O8Si2Ta


> What is the formula in the fourth record?

C12H30AlBrO8PS2